# C3H5NO2S

The molecule C3H5NO2S (ωB97M-V/def2-TZVPD, OMol25).

max |F| = 4.30 eV Å⁻¹
energy relative to the best compared isomer or geometry (same formula, charge and spin) = 3.045 eV
DFT total energy = -19609.46619 eV
SMILES = CC(=O)C(=S)NO

Geometry as XYZ:
```
12
Properties=species:S:1:pos:R:3:forces:R:3:nbo_charge:R:1
C 0.8962 1.6587 0.1128 1.41 0.58 1.49 -0.73
C -0.1547 0.6093 -0.1801 0.29 0.10 0.91 0.55
O -1.3363 0.8353 -0.3311 0.40 0.82 -0.34 -0.54
C 0.3217 -0.8441 -0.1691 0.17 -0.39 0.04 -0.06
S 1.8731 -1.3719 -0.1518 0.51 0.43 -0.02 -0.11
N -0.6472 -1.7693 -0.1468 0.81 -3.14 2.49 -0.24
O -1.9453 -1.4998 0.1093 -2.21 -1.16 0.90 -0.56
H 1.5154 1.6767 -0.7960 0.07 0.16 0.27 0.26
H 1.6572 1.3883 0.9992 -1.93 0.23 -2.07 0.27
H 0.5115 2.7038 0.3248 0.02 -1.48 -0.44 0.25
H -0.4431 -2.7211 0.4845 -0.22 3.29 -2.77 0.42
H -2.2486 -0.6658 -0.2556 0.68 0.58 -0.45 0.51
```
Positions in Å, forces in eV/Å.